[1]
The following is a quantum chemistry calculation of C2H3N3O3 in the gas phase in a non-equilibrium geometry, from the Open Molecules 2025 dataset.

- SMILES: [H]/N=c1\c(O)non1O
- Orbital gap: 8.978 eV
- ΔE to the lowest compared entry with this formula, charge and spin: 5.2793 eV

Each line ends with the Mulliken charge.
Geometry (Å):
C  -0.40  1.06  -0.30  0.343
C  -0.39  -0.36  -0.35  0.569
H  -1.09  2.62  0.06  0.389
H  -0.44  -2.03  1.12  0.377
H  -2.13  -0.99  -1.14  0.220
N  0.75  1.41  0.18  -0.325
N  0.91  -0.86  0.05  0.110
N  -1.25  -1.28  -0.64  -0.693
O  -1.41  1.84  -0.50  -0.501
O  1.46  0.41  0.53  -0.104
O  0.64  -2.08  0.80  -0.385

[2]
The following is a quantum chemistry calculation of C2H3N3O3 in the gas phase in a non-equilibrium geometry, from the Open Molecules 2025 dataset.

- SMILES: O/N=c1/ocnn1O
- Orbital gap: 9.400 eV
- ΔE to the lowest compared entry with this formula, charge and spin: 5.6849 eV

Each line ends with the Mulliken charge.
Geometry (Å):
C  0.35  -0.89  0.06  0.689
C  -1.88  -0.65  -0.11  0.072
H  2.31  0.76  -0.47  0.361
H  -2.73  -1.19  0.11  0.416
H  0.17  2.48  0.35  0.349
N  1.60  -1.12  0.22  -0.407
N  -1.64  0.53  -0.30  -0.460
N  -0.24  0.47  -0.37  0.154
O  2.59  -0.30  -0.29  -0.337
O  -0.86  -1.49  0.27  -0.333
O  0.34  1.40  0.54  -0.504

[3]
The following is a quantum chemistry calculation of 2 unconnected molecules or ions with the total composition C2H3N3OS in a non-equilibrium geometry, from the Open Molecules 2025 dataset.

- Orbital gap (alpha / beta): 7.574 / 7.183 eV
- ΔE to the lowest compared entry with this formula, charge and spin: 4.7522 eV

Each line ends with the Mulliken charge.
Geometry (Å):
C  1.09  -0.40  -0.37  -0.163
C  -0.78  -0.89  -1.12  0.505
N  0.46  -0.63  -1.49  -0.515
N  -1.00  -0.96  0.18  -0.429
N  0.23  -0.60  0.68  -0.075
O  -4.12  -1.13  0.29  -0.417
S  -3.27  0.21  0.57  0.040
H  2.09  -0.12  -0.33  0.437
H  0.27  -0.40  1.71  0.260
H  -4.84  -0.97  -0.39  0.357

[4]
The following is a quantum chemistry calculation of a molecular structure, C2H3N3OS in a non-equilibrium geometry, from the Open Molecules 2025 dataset.

- Orbital gap: 8.056 eV
- ΔE to the lowest compared entry with this formula, charge and spin: 4.3493 eV

Each line ends with the Mulliken charge.
Geometry (Å):
C  -0.22  -0.10  -1.09  0.150
C  1.50  -0.75  -0.26  0.170
H  -1.67  1.65  1.00  0.262
H  -2.08  -0.03  1.32  0.264
H  -0.85  0.38  -1.80  0.401
N  -1.26  0.64  1.04  -0.760
N  -0.20  0.14  0.26  0.604
N  0.82  -0.73  -1.39  -0.405
O  0.93  -0.07  0.73  -0.279
S  3.04  -1.13  0.19  -0.406

[5]
The following is a quantum chemistry calculation of C2H3N3OS2 in the gas phase, from the Open Molecules 2025 dataset.

- SMILES: O=c1nc(S)[nH]n1S
- Orbital gap: 10.132 eV
- ΔE to the lowest compared entry with this formula, charge and spin: 0.2054 eV

Each line ends with the Mulliken charge.
Geometry (Å):
C  -0.66  0.20  0.98  0.534
C  -0.60  -0.49  -1.07  0.417
H  -2.43  0.33  2.37  0.183
H  2.24  -1.41  -1.18  0.149
H  1.00  1.41  0.80  0.292
N  -1.40  -0.40  0.09  -0.482
N  0.61  0.20  -0.80  0.028
N  0.63  0.48  0.58  -0.246
O  -0.86  -1.06  -2.09  -0.537
S  -1.15  0.63  2.60  -0.241
S  2.07  -0.13  -1.60  -0.097

[6]
The following is a quantum chemistry calculation of a molecular structure, C2H3N3OS2 in a non-equilibrium geometry, from the Open Molecules 2025 dataset.

- Orbital gap: 9.170 eV
- ΔE to the lowest compared entry with this formula, charge and spin: 1.8374 eV

Each line ends with the Mulliken charge.
Geometry (Å):
C  2.63  -0.26  0.50  0.415
C  -0.49  1.14  -0.17  0.645
N  3.19  0.01  1.44  -0.373
N  -1.78  1.01  0.07  -0.331
N  0.22  -0.63  -0.22  -0.335
O  0.30  2.00  -0.06  -0.364
S  -0.70  -1.90  -0.80  -0.186
S  1.80  -0.40  -0.93  -0.075
H  -2.34  0.17  -0.30  0.215
H  -2.40  1.76  0.39  0.246
H  -0.42  -2.90  0.08  0.143

[7]
The following is a quantum chemistry calculation of C2H3N3S in the gas phase in a non-equilibrium geometry, from the Open Molecules 2025 dataset.

- SMILES: Sn1cnnc1
- Orbital gap: 10.553 eV
- ΔE to the lowest compared entry with this formula, charge and spin: 1.0786 eV

Each line ends with the Mulliken charge.
Geometry (Å):
C  -0.54  -1.10  -0.12  0.056
C  -0.50  1.06  -0.15  0.050
H  2.26  0.11  1.10  0.148
H  -0.02  -2.05  -0.04  0.379
H  -0.03  2.03  -0.15  0.407
N  0.34  -0.02  -0.21  -0.091
N  -1.77  -0.71  -0.14  -0.422
N  -1.73  0.70  -0.09  -0.405
S  2.00  -0.03  -0.20  -0.122

[8]
The following is a quantum chemistry calculation of C2H3N3S in the gas phase in a non-equilibrium geometry, from the Open Molecules 2025 dataset.

- SMILES: [H]/N=C(/C#N)NS
- Orbital gap: 9.820 eV
- ΔE to the lowest compared entry with this formula, charge and spin: 2.4325 eV

Each line ends with the Mulliken charge.
Geometry (Å):
C  0.70  -0.21  -0.21  0.584
C  0.61  1.26  -0.16  0.167
H  -1.94  1.28  0.76  0.153
H  -0.78  -1.70  0.60  0.344
H  1.37  -1.82  -0.39  0.263
N  -0.59  -0.63  0.08  -0.381
N  1.76  -0.85  -0.25  -0.557
N  0.73  2.43  -0.11  -0.382
S  -1.87  0.25  -0.32  -0.191

[9]
The following is a quantum chemistry calculation of 2 unconnected molecules or ions with the total composition C2H3N3S2 in a non-equilibrium geometry, from the Open Molecules 2025 dataset.

- Spin multiplicity: 3
- Orbital gap (alpha / beta): 10.207 / 6.557 eV
- ΔE to the lowest compared entry with this formula, charge and spin: 0.0000 eV

Each line ends with the Mulliken charge.
Geometry (Å):
C  -0.20  0.11  0.56  -0.270
C  1.04  -0.08  -0.17  0.516
N  -0.52  1.34  0.34  -0.231
N  1.32  1.08  -0.70  -0.213
N  0.35  1.86  -0.48  -0.359
S  -2.89  -0.75  -0.66  -0.151
S  2.01  -1.52  -0.32  -0.186
H  -0.55  -0.64  1.20  0.540
H  -3.76  -0.52  0.34  0.164
H  3.20  -0.90  -0.11  0.189

[10]
The following is a quantum chemistry calculation of 2 unconnected molecules or ions with the total composition C2H3N4 in a non-equilibrium geometry, from the Open Molecules 2025 dataset.

- Orbital gap (alpha / beta): 6.217 / 6.250 eV
- Charge: +1
- ΔE to the lowest compared entry with this formula, charge and spin: 4.3979 eV

Each line ends with the Mulliken charge.
Geometry (Å):
C  -0.25  -0.16  1.50  0.084
C  -2.09  -1.50  2.26  0.045
N  -1.06  -0.91  1.90  -0.021
N  1.32  0.88  -0.77  -0.516
N  1.26  0.93  -1.93  0.747
N  1.44  0.89  -3.10  -0.566
H  -2.48  -1.76  3.14  0.380
H  0.65  0.36  1.00  0.527
H  1.21  1.28  -4.00  0.320

[11]
The following is a quantum chemistry calculation of a gas-phase ion, C2H3N4 (charge +1) in a non-equilibrium geometry, from the Open Molecules 2025 dataset.

- Orbital gap: 8.501 eV
- Charge: +1
- ΔE to the lowest compared entry with this formula, charge and spin: 0.9365 eV

Each line ends with the Mulliken charge.
Geometry (Å):
C  -1.97  0.19  -1.02  0.118
C  0.09  -0.78  -0.64  0.441
N  -1.01  -0.71  -1.06  -0.058
N  -2.19  1.09  -0.26  0.555
N  -2.29  2.14  0.26  -0.630
N  1.28  -1.13  -0.38  -0.312
H  -3.11  2.48  0.75  0.312
H  1.50  -1.79  0.38  0.288
H  2.07  -0.74  -0.88  0.286

[12]
The following is a quantum chemistry calculation of a gas-phase ion, C2H3N4 (charge +1) in a non-equilibrium geometry, from the Open Molecules 2025 dataset.

- SMILES: C1=C[N@@H+]2N=NN12
- Orbital gap: 11.189 eV
- Charge: +1
- ΔE to the lowest compared entry with this formula, charge and spin: 3.0144 eV

Each line ends with the Mulliken charge.
Geometry (Å):
C  0.81  0.81  0.05  -0.259
C  0.21  0.24  -0.96  -0.224
N  -0.80  0.09  1.59  0.018
N  0.42  -0.22  0.97  0.100
N  -1.55  -0.52  0.80  -0.097
N  -0.39  -0.79  -0.18  0.147
H  1.34  1.64  0.28  0.441
H  0.32  0.49  -1.92  0.502
H  -0.37  -1.74  -0.63  0.373